1.
17
Properties=species:S:1:pos:R:3 method="wB97M-V/def2-TZVPD" homo_energy_ev=-8.67 relative_energy_ev=4.5177 spin_multiplicity=1 gap_ha=0.3332
C -1.23 -1.27 0.59
C -0.72 -0.18 -0.31
C 0.75 -0.20 -0.70
C 1.75 0.02 0.43
O 1.79 1.36 0.85
C -1.55 1.98 -0.52
O -1.14 1.08 0.31
H -1.12 -2.24 0.09
H -0.71 -1.30 1.56
H -2.30 -1.10 0.78
H 0.93 0.56 -1.47
H 0.91 -1.17 -1.18
H 2.75 -0.22 0.06
H 1.54 -0.67 1.26
H 0.88 1.64 1.02
H -1.33 -0.19 -1.22
H -1.06 1.75 -1.51

=====

2.
17
Properties=species:S:1:pos:R:3 method="wB97M-V/def2-TZVPD" smiles="C=CO[C@H](C)C=O.[H][H]" homo_energy_ev=-9.16 relative_energy_ev=3.1729 spin_multiplicity=1 gap_ha=0.3669
C -1.74 0.71 1.45
C -1.28 1.18 0.30
O -0.10 0.88 -0.32
C 0.77 -0.01 0.33
C 2.10 0.03 -0.42
C 0.25 -1.44 0.32
O -0.60 -1.85 -0.42
H -1.23 -0.02 2.06
H -2.70 1.06 1.81
H -1.83 1.89 -0.30
H 0.91 0.31 1.38
H 2.51 1.04 -0.39
H 1.93 -0.26 -1.46
H 2.82 -0.66 0.03
H 0.77 -2.11 1.04
H -1.41 -0.24 -3.04
H -1.17 -0.52 -2.39

=====

Computed E_LUMO, in the same sequence as the records: 0.4, 0.8 eV.